ORCA calculation (ωB97M-V/def2-TZVPD) on C17H28AsN3O11S2 as an isolated structure at a distorted geometry.

```
62
Properties=species:S:1:pos:R:3:forces:R:3
O 4.1401 2.1209 -2.8876 -0.510 -0.034 0.098
N 4.1438 3.0458 -2.1536 1.001 -0.202 -0.011
O 4.4171 2.7028 -0.8343 -0.847 0.585 0.090
C 3.4920 1.7257 -0.2471 0.431 -0.571 -0.284
As 1.5424 2.4153 0.0267 0.774 -0.321 0.413
C 0.7657 0.5448 -0.4062 -0.456 -0.045 -0.596
C 1.1314 -0.0049 -1.7941 0.102 -0.349 0.548
C -0.0789 -0.4471 -2.6270 0.766 -0.177 -0.355
C -0.8460 0.6751 -3.3124 -0.264 -0.055 0.388
S -0.2649 1.0926 -4.9856 0.093 -0.024 -0.036
C 0.6949 2.5000 -4.6489 0.195 0.068 0.045
N 1.8706 2.7832 -5.0921 -0.113 0.155 -0.017
N 2.1724 4.0485 -4.5708 -0.093 -0.066 -0.111
C 1.1666 4.3831 -3.8458 0.171 0.056 -0.055
O 0.1729 3.4727 -3.8692 0.041 -0.101 -0.160
C -0.4343 3.2334 0.5190 -0.515 0.257 0.010
S -1.3609 4.1784 -0.5789 -0.152 0.443 0.408
O -2.2719 5.1047 0.0909 -0.070 -0.141 -0.087
O -0.5603 4.7743 -1.6314 -0.156 -0.044 0.113
C 1.6914 2.0184 2.0783 -0.227 -0.130 0.326
O 2.4910 2.7713 2.6597 0.053 0.032 0.021
O 0.9980 1.0861 2.5638 0.075 0.078 -0.164
H 3.5761 0.7969 -0.8242 -0.130 0.007 0.034
H 3.9017 1.5425 0.7461 -0.007 0.149 -0.004
H 2.1182 3.8511 0.2998 -0.041 0.066 -0.171
H 1.3955 2.7381 -1.5312 -0.067 -0.026 0.083
H 1.0261 -0.1679 0.3766 0.026 0.186 0.113
H -0.3268 0.6540 -0.3776 0.055 0.098 0.227
H 1.7168 -0.9169 -1.6199 0.178 0.099 -0.203
H 1.7891 0.6727 -2.3588 -0.190 0.106 -0.067
H -0.7392 -1.0199 -1.9748 -0.202 0.100 -0.033
H 0.2816 -1.1420 -3.3956 -0.219 -0.033 -0.036
H -1.8902 0.3951 -3.4615 0.001 0.063 0.060
H -0.8085 1.5817 -2.7029 -0.111 0.016 -0.110
H 1.0393 5.2616 -3.2372 -0.052 -0.117 0.036
H -0.2809 3.9271 1.3531 0.299 -0.115 -0.015
H -1.0960 2.4368 0.8725 0.027 0.009 -0.030
H -2.1876 3.2533 -1.1419 0.182 -0.082 -0.235
O -0.8375 -1.4843 2.4502 -0.234 -0.401 -0.220
C -0.8274 -1.8389 3.5805 0.093 0.455 0.074
O -1.5568 -2.9397 4.0042 0.042 -0.041 -0.032
C -1.4426 -3.0830 5.4198 0.012 0.005 0.070
C -0.1620 -2.3507 5.8023 0.068 0.141 0.022
C -0.1059 -1.2251 4.7681 0.040 -0.515 -0.005
H -2.3241 -2.6351 5.8893 0.012 0.012 0.021
H -1.4219 -4.1465 5.6570 -0.027 -0.011 -0.037
H -0.1663 -2.0067 6.8357 -0.039 0.008 0.001
H 0.6949 -3.0143 5.6709 -0.004 -0.013 0.012
H -0.6537 -0.3350 5.0782 0.046 0.061 -0.074
H 0.8986 -0.9278 4.4783 -0.108 0.256 -0.144
O -2.4056 -3.5075 -2.9042 -0.045 -0.168 -0.015
C -2.3983 -3.9379 -1.7889 0.025 0.418 -0.086
O -3.1294 -5.0367 -1.4418 0.016 -0.052 0.016
C -3.0130 -5.2739 -0.0300 0.025 0.004 0.086
C -1.7258 -4.5813 0.3907 0.061 0.144 0.156
C -1.6685 -3.3977 -0.5740 0.033 -0.567 0.091
H -3.8887 -4.8460 0.4647 0.008 0.020 0.009
H -3.0056 -6.3498 0.1365 -0.027 -0.014 -0.069
H -1.7188 -4.2913 1.4399 -0.036 0.053 -0.012
H -0.8734 -5.2404 0.2147 -0.015 -0.022 -0.008
H -2.2054 -2.5274 -0.1937 0.083 0.058 -0.005
H -0.6512 -3.1123 -0.8244 -0.081 0.230 -0.081
```
Positions in Å, forces in eV/Å.

As for the calculated total energy: -4688.38997 hartree. Its total charge is -2. The calculation puts the LUMO energy at 3.8 eV.

=====

ORCA calculation (ωB97M-V/def2-TZVPD) on one molecule with the formula C20H20N4O5S at a distorted geometry.

```
50
Properties=species:S:1:pos:R:3:forces:R:3
C 0.6969 3.3016 -4.3542 -0.292 1.653 0.236
C 1.4781 3.6611 -3.0795 0.600 -1.205 -0.606
C 2.9794 3.5661 -3.3444 0.716 -0.197 -0.471
C 1.1131 2.6899 -1.9407 -0.202 1.154 -0.321
C -0.3490 2.8258 -1.4858 0.286 -0.740 -0.939
N -0.4576 2.0188 -0.2575 0.213 0.685 1.716
C -0.7109 0.6619 -0.3474 -0.468 -0.174 -1.637
O -1.0602 0.2085 -1.4512 0.123 0.260 0.197
C -0.5674 -0.2313 0.7799 -0.255 0.037 0.659
C -0.9084 -1.6938 0.5937 0.592 0.485 2.886
N -0.6757 -2.4796 1.6092 0.438 1.367 0.661
C -0.9784 -3.8297 1.6568 0.450 0.335 0.336
C -1.0207 -4.4841 2.9008 -0.402 -1.337 -0.605
C -1.3201 -5.8591 2.9394 0.283 0.945 -0.693
C -1.5436 -6.5922 1.7288 0.262 1.697 1.113
O -1.7840 -7.9137 1.7757 -0.160 -0.716 0.312
C -1.5006 -5.9202 0.5096 0.617 0.124 0.201
C -1.1398 -4.5571 0.5046 -0.665 -0.782 -0.827
S -0.8973 -3.6104 -0.9841 1.462 -2.012 -4.061
O 0.5316 -3.3794 -1.3234 -2.663 -0.763 1.381
O -1.7270 -4.1089 -2.0984 1.157 0.631 2.301
N -1.5249 -2.1905 -0.5108 -0.070 0.784 -0.507
C -0.1868 0.3220 2.0067 -0.158 -1.504 -0.634
O -0.0084 -0.4407 3.0911 0.135 1.579 0.051
C 0.0687 1.7595 2.1045 0.229 -0.289 0.992
C 0.4280 2.3632 3.3314 -0.519 -1.108 -0.743
C 0.6660 3.7214 3.3481 0.355 -0.644 0.997
C 0.6708 4.3962 2.1500 -0.736 0.490 -0.598
N 0.3410 3.8525 0.9716 0.035 0.656 0.476
C -0.0095 2.5839 0.9675 -0.349 -1.379 -1.066
H -0.3808 3.3286 -4.1201 0.351 -0.267 -0.444
H 0.8922 4.0774 -5.1142 -0.194 -0.215 0.179
H 1.0026 2.3713 -4.8049 -0.016 -0.553 0.176
H 1.3060 4.6881 -2.7854 -0.565 0.270 0.165
H 3.2569 2.5077 -3.4850 -0.002 0.300 -0.028
H 3.3321 4.1176 -4.2498 -0.509 -0.319 0.576
H 3.5765 3.9428 -2.5059 -0.167 -0.057 -0.011
H 1.2743 1.6529 -2.2403 0.135 0.008 -0.079
H 1.7798 2.9333 -1.1142 -0.053 -0.177 0.257
H -0.6471 3.8725 -1.3620 0.120 -0.369 0.522
H -1.0029 2.3878 -2.2717 0.318 0.135 0.877
H -0.7895 -3.9176 3.7925 -0.153 -0.073 0.064
H -1.3547 -6.3566 3.9120 0.004 0.000 -0.347
H -1.7432 -8.2225 2.7011 -0.055 0.218 -0.670
H -1.6537 -6.4769 -0.4036 -0.017 0.112 -0.119
H -1.4454 -1.5202 -1.2837 -0.370 0.464 -0.291
H -0.1694 -1.3939 2.8794 -0.224 -0.178 -0.762
H 0.4595 1.6985 4.2069 0.060 0.605 -0.322
H 0.8829 4.1948 4.3023 0.030 0.180 -0.353
H 0.8202 5.4724 2.1547 0.291 -0.117 -0.196
```
Positions in Å, forces in eV/Å.

As for the calculated total energy: -1767.57836 hartree. Its total charge is 0. The energy relative to the best compared isomer or geometry (same formula, charge and spin) is 118.2 kJ/mol. Its SMILES is CC(C)CCn1c(=O)c(C2=Nc3ccc(O)cc3S(=O)(=O)N2)c(O)c2cccnc21. The calculation puts the LUMO energy at -0.8 eV.

=====

ORCA calculation (ωB97M-V/def2-TZVPD) on a 5-piece molecular cluster, C8H13Cl12IN overall at a distorted geometry.

```
35
Properties=species:S:1:pos:R:3:forces:R:3
I 0.8258 -0.1113 1.5277 0.114 -0.180 -0.278
C -0.0062 0.3798 -0.3781 -0.220 1.051 0.942
C -1.3870 0.9776 -0.2095 -0.244 -0.805 -0.107
C -2.2982 -0.2361 0.0937 -0.239 0.712 -0.507
C -1.5466 -1.4251 -0.4748 -0.473 -0.388 -0.584
N -0.3261 -0.8277 -1.1644 0.203 -0.820 0.476
H 0.6538 1.0894 -0.8499 0.468 -0.309 -0.455
H -1.4005 1.7852 0.5003 -0.122 0.209 0.234
H -1.7139 1.3291 -1.1836 0.129 0.547 -0.203
H -3.2057 -0.0917 -0.4757 -0.358 -0.066 0.006
H -2.6027 -0.3291 1.1200 0.263 -0.254 0.490
H -2.0856 -1.9641 -1.2418 -0.266 -0.010 -0.192
H -1.2513 -2.1773 0.2383 0.480 0.076 0.370
H 0.4044 -1.5392 -1.1950 0.274 0.226 -0.066
H -0.5515 -0.5507 -2.1195 -0.036 -0.059 -0.102
C -5.3694 -3.3995 2.0571 0.046 0.002 -0.138
Cl -3.9125 -3.0508 2.9941 -0.015 0.024 -0.035
Cl -6.2460 -1.9178 1.6917 0.007 0.004 0.002
Cl -4.9619 -4.2722 0.5732 0.005 0.046 0.062
H -6.0069 -4.0377 2.6528 -0.017 -0.014 0.033
C 0.6889 -2.9007 5.2234 -0.034 -0.239 0.014
Cl 1.8892 -2.7936 3.9275 0.052 0.078 0.004
Cl -0.9375 -3.0254 4.5403 0.039 0.107 0.010
Cl 1.0196 -4.2729 6.2658 0.038 0.022 0.011
H 0.7504 -2.0001 5.8179 -0.038 0.063 -0.026
C 2.7440 3.8594 -0.8929 0.065 0.041 -0.143
Cl 3.1800 5.1572 -1.9968 -0.007 -0.041 0.028
Cl 0.9886 3.8076 -0.6654 -0.059 0.008 0.056
Cl 3.3418 2.3040 -1.4785 -0.045 0.015 0.133
H 3.2009 4.0605 0.0660 -0.010 -0.009 0.051
C 5.1992 3.3086 -4.9139 0.097 0.025 -0.068
Cl 4.1125 1.9168 -4.8216 -0.031 -0.070 -0.116
Cl 6.8677 2.8135 -4.6452 -0.028 0.005 0.015
Cl 5.0210 4.1382 -6.4560 -0.013 -0.011 0.036
H 4.9217 3.9960 -4.1271 -0.027 0.013 0.045
```
Positions in Å, forces in eV/Å.

As for the calculated total energy: -6187.11335 hartree. Its total charge is +1. The energy relative to the best compared isomer or geometry (same formula, charge and spin) is 26.3 kJ/mol. The calculation puts the LUMO energy at -3.2 eV.